(1)
68
Properties=species:S:1:pos:R:3:forces:R:3:lowdin_charge:R:1 method="wB97M-V/def2-TZVPD" homo_lumo_gap_ev=5.23 total_charge=-1 lumo_energy_ev=1.97
C 1.18966 1.36748 -1.50385 -0.600 -1.057 0.632 -0.087
C -0.00975 1.19809 -0.76507 0.998 1.114 -1.168 -0.247
C -1.12730 2.10623 -1.07369 -1.508 -2.587 -1.086 -0.349
Al -2.97218 1.24510 -1.10910 -0.104 0.790 0.244 -0.143
Br -2.94389 -0.77854 -2.41044 0.095 -0.056 0.015 0.043
H 2.03092 1.91376 -1.11541 0.982 -1.527 0.864 -0.001
H 1.20088 0.96623 -2.50397 -0.424 1.722 -1.051 0.021
H -0.14124 0.42404 -0.01743 0.474 0.994 1.532 0.080
H -0.93609 2.54771 -2.04627 0.250 0.630 0.025 0.047
H -1.09470 2.83905 -0.27073 -0.031 0.239 0.099 0.058
H -3.98112 2.25956 -1.86056 -0.061 -0.104 -0.060 -0.136
H -3.43714 0.99916 0.41977 -0.056 -0.305 0.000 -0.139
C 3.43835 -2.64136 -0.14891 -0.150 0.178 -0.184 -0.671
O 4.00058 -3.66302 0.24580 -0.021 -0.085 0.066 -0.020
N 3.40869 -1.50010 0.58927 -0.003 0.179 0.203 0.163
N 2.80731 -2.56741 -1.34710 -0.038 -0.121 -0.093 0.174
H 2.95368 -0.64957 0.29154 -0.013 -0.037 -0.089 0.084
H 3.86554 -1.51864 1.48094 0.009 -0.019 -0.026 0.096
H 2.81223 -3.38708 -1.92636 0.009 0.013 0.007 0.105
H 2.34414 -1.73564 -1.67571 0.045 0.056 0.057 0.094
C 1.20701 2.22018 2.51194 -0.137 -0.141 0.056 -0.678
O 1.85824 2.00906 1.50466 0.209 0.055 0.009 0.013
N 0.83966 1.23792 3.37855 0.078 -0.023 0.168 0.170
N 0.77618 3.47769 2.85524 -0.053 0.161 -0.035 0.151
H 0.28855 1.40956 4.20190 -0.196 -0.021 0.042 0.067
H 1.13347 0.30239 3.16977 -0.051 0.014 -0.075 0.101
H 1.01895 4.22959 2.23833 -0.014 -0.035 -0.029 0.098
H 0.24319 3.67204 3.68214 0.076 -0.064 0.070 0.075
C 4.10124 1.87042 -4.04229 -0.059 0.113 0.109 -0.681
O 3.41746 0.87613 -3.92567 0.065 -0.214 -0.161 0.031
N 4.92574 2.07661 -5.12240 0.068 -0.011 -0.063 0.136
N 4.10373 2.86770 -3.10725 0.057 0.041 0.072 0.157
H 5.49666 2.89102 -5.23874 -0.027 0.013 0.029 0.081
H 4.94281 1.36262 -5.82553 -0.032 -0.007 0.019 0.096
H 3.50536 2.74414 -2.30982 -0.051 -0.027 -0.043 0.074
H 4.65691 3.69904 -3.18070 -0.004 -0.013 -0.039 0.086
C 4.90235 -7.04662 -1.67754 0.032 0.106 0.219 -0.691
O 4.10658 -6.83617 -2.57777 0.018 -0.073 -0.074 0.012
N 4.93923 -6.31329 -0.53481 -0.275 -0.119 -0.156 0.157
N 5.83387 -8.05751 -1.75889 0.048 -0.116 -0.084 0.129
H 5.59040 -6.48018 0.20732 0.029 0.014 -0.032 0.091
H 4.27424 -5.55645 -0.43546 0.235 0.223 0.112 0.061
H 5.83238 -8.61556 -2.59097 -0.017 0.027 -0.003 0.091
H 6.50062 -8.25549 -1.03860 -0.018 0.040 0.019 0.080
C -2.58188 2.64355 5.55145 -0.183 -0.009 -0.115 -0.682
O -1.63564 1.87513 5.68441 0.234 0.047 -0.113 -0.003
N -2.74989 3.41033 4.43324 0.259 0.112 0.070 0.165
N -3.54147 2.77984 6.50109 0.417 0.246 0.309 0.154
H -3.52452 4.03222 4.30136 -0.076 -0.101 -0.017 0.098
H -2.07250 3.31628 3.69842 -0.131 -0.115 -0.106 0.086
H -3.45151 2.21177 7.32151 -0.041 -0.040 -0.037 0.104
H -4.33528 3.38391 6.41349 -0.148 -0.223 -0.165 0.085
C -2.93934 -0.07683 -7.22806 0.021 0.101 0.147 -0.694
O -2.97841 0.65139 -8.21018 -0.012 -0.063 -0.060 -0.004
N -2.93642 -1.44451 -7.33837 -0.027 -0.123 -0.103 0.138
N -2.89604 0.39030 -5.95435 -0.005 -0.034 -0.116 0.160
H -2.90397 -2.06175 -6.54919 0.015 0.060 0.045 0.090
H -2.96680 -1.83000 -8.26228 0.009 0.032 0.003 0.091
H -2.89571 1.38449 -5.82463 -0.001 -0.020 0.042 0.106
H -2.86543 -0.20720 -5.14552 -0.007 0.095 0.166 0.004
C -6.25711 0.55286 5.83122 0.103 -0.185 -0.202 -0.679
O -6.08972 1.75562 5.73658 -0.271 0.162 0.114 0.006
N -5.58072 -0.33607 5.05061 0.036 0.054 0.019 0.163
N -7.13534 0.00108 6.72816 -0.015 0.039 0.094 0.142
H -5.69941 -1.32918 5.10686 -0.016 0.009 -0.004 0.094
H -4.93064 0.03976 4.38277 -0.012 -0.010 -0.019 0.112
H -7.64825 0.63177 7.31420 -0.003 0.006 -0.029 0.096
H -7.28738 -0.98463 6.82112 0.024 0.000 -0.038 0.088


(2)
23
Properties=species:S:1:pos:R:3:forces:R:3:lowdin_charge:R:1 method="wB97M-V/def2-TZVPD" homo_lumo_gap_ev=10.06 lumo_energy_ev=1.04 relative_energy_kcal_mol=5.3
C -0.72086 0.34434 -2.26039 -0.002 0.105 -0.376 -0.157
C 0.77041 0.43065 -2.51920 0.588 -0.023 -0.179 -0.165
H -1.04345 -0.69371 -2.29465 -0.078 -0.108 0.080 0.064
H -0.91772 0.74054 -1.28208 -0.261 0.045 0.559 0.038
H -1.35836 0.89057 -2.95730 0.243 0.108 -0.145 0.064
H 1.26009 1.35869 -2.23390 -0.398 0.397 0.018 0.062
H 1.07921 0.24196 -3.54568 -0.241 -0.100 -0.172 0.059
H 1.27677 -0.30267 -1.90916 0.146 -0.420 0.201 0.046
C -1.72401 -1.56144 0.95067 -0.457 -0.077 -0.122 -0.061
C 0.28227 1.56962 1.64936 -0.006 0.001 -0.049 -0.082
C -0.76991 0.68434 1.52021 -0.279 -0.954 -0.142 -0.067
C 1.58823 1.09730 1.55432 -1.530 -1.264 0.128 -0.090
C -0.55012 -0.66290 1.19176 0.300 0.491 -0.074 -0.297
C 1.81727 -0.25332 1.31781 0.084 0.642 -0.587 -0.085
C 0.75959 -1.11135 1.05586 -0.387 0.236 0.295 -0.058
H 0.09077 2.62478 1.78389 0.002 0.046 0.219 0.101
H -1.81710 0.93355 1.65764 0.144 0.577 -0.082 0.113
H 2.39317 1.72792 1.73267 1.339 1.152 0.109 0.077
H 2.84822 -0.54274 1.19928 0.111 -0.438 0.097 0.099
H -2.18846 -1.86159 1.89290 0.049 -0.106 -0.022 0.083
H -1.47977 -2.45132 0.37595 0.283 -0.160 0.165 0.075
H 0.90751 -2.13128 0.75814 0.282 -0.373 -0.036 0.105
H -2.50373 -1.07194 0.36191 0.067 0.221 0.113 0.076


(3)
60
Properties=species:S:1:pos:R:3:forces:R:3:lowdin_charge:R:1 method="wB97M-V/def2-TZVPD" homo_lumo_gap_ev=7.00 total_charge=-1 lumo_energy_ev=2.59
C 0.14371 -0.79587 -0.73841 0.188 -0.447 -0.126 -0.103
C 0.78870 -2.02668 -0.09575 0.260 0.830 0.029 -0.241
C 2.16833 -1.67243 0.51356 -0.862 -0.799 -0.292 -0.209
C 3.27668 -2.24845 -0.34176 0.439 0.183 0.042 -0.200
C 4.72612 -1.81431 -0.01203 -0.572 -0.182 0.184 -0.194
C 4.91393 -0.74515 1.06459 0.601 0.233 -0.610 -0.214
C 4.83397 0.68861 0.51599 -0.043 0.176 0.873 -0.205
C 3.52975 1.42020 0.83577 0.416 -0.094 -0.656 -0.141
C 2.55406 1.54686 -0.35169 -0.482 0.040 -0.484 -0.724
O 2.92489 1.09249 -1.47147 -0.271 0.325 0.677 -0.072
O 1.44452 2.07254 -0.06261 0.557 -0.131 -0.158 -0.084
H -0.57579 -1.09024 -1.49506 -0.312 -0.013 -0.157 0.059
H -0.36021 -0.21366 0.02007 -0.107 0.335 0.129 0.066
H 0.89408 -0.16584 -1.20414 0.028 0.155 -0.147 0.051
H 0.10952 -2.37705 0.67207 -0.098 -0.466 0.108 0.077
H 0.94072 -2.78824 -0.85121 -0.139 -0.443 -0.094 0.089
H 2.21039 -2.13628 1.49343 0.210 0.225 0.475 0.106
H 2.20962 -0.59769 0.58351 0.220 0.108 0.226 0.071
H 3.22051 -3.33087 -0.26663 -0.083 -0.330 0.023 0.096
H 3.05923 -2.02590 -1.37918 -0.046 0.266 -0.289 0.106
H 5.30675 -2.69099 0.26078 0.073 -0.276 0.130 0.087
H 5.16503 -1.44392 -0.92734 0.287 0.169 -0.254 0.096
H 5.92057 -0.87687 1.45428 0.237 -0.120 0.168 0.089
H 4.25179 -0.86524 1.91303 -0.277 -0.158 0.150 0.093
H 5.65061 1.26138 0.95192 0.217 0.083 0.159 0.089
H 5.01689 0.67736 -0.54639 -0.181 0.065 -0.435 0.090
H 3.00765 0.90108 1.62893 -0.211 0.042 0.318 0.090
H 3.73270 2.42268 1.19837 -0.046 0.256 0.052 0.098
C -0.58158 3.35905 -1.80188 -0.128 -0.068 -0.118 -0.090
O -1.62689 3.36098 -2.79140 0.100 0.225 0.057 -0.197
C -2.80389 4.00825 -2.37119 0.073 -0.254 -0.177 -0.232
C -2.91389 5.41063 -2.93408 -0.074 0.132 0.217 -0.216
O -1.90578 6.27191 -2.43121 -0.014 0.004 -0.067 -0.193
C -0.80143 6.41158 -3.30400 0.022 0.007 0.006 -0.117
H 0.34654 3.07936 -2.28931 -0.019 -0.119 -0.005 0.086
H -0.46386 4.34530 -1.34772 -0.027 0.004 -0.006 0.084
H -0.78683 2.62257 -1.02767 0.052 -0.021 0.046 0.074
H -2.86697 4.03157 -1.27796 0.012 0.062 0.021 0.125
H -3.65316 3.42058 -2.74325 -0.046 0.052 0.034 0.119
H -3.87849 5.84057 -2.63944 0.004 -0.030 -0.021 0.118
H -2.87875 5.37763 -4.02809 0.027 -0.025 -0.030 0.121
H -1.05537 7.07558 -4.14059 0.020 -0.041 -0.027 0.082
H -0.46952 5.44705 -3.69232 -0.004 -0.002 0.003 0.085
H 0.01374 6.85742 -2.73645 -0.026 0.025 0.024 0.088
C -2.69618 -4.26898 0.65660 0.082 0.076 -0.055 -0.111
O -2.35878 -3.19314 1.51113 -0.155 -0.163 0.121 -0.198
C -3.46237 -2.37272 1.85241 0.269 0.140 -0.037 -0.203
C -3.99589 -2.68849 3.23185 -0.234 -0.028 -0.021 -0.204
O -4.54858 -3.99617 3.30641 0.105 -0.033 -0.025 -0.194
C -3.66522 -4.94390 3.87586 -0.053 0.006 0.009 -0.117
H -1.86399 -4.97132 0.66667 0.044 0.049 -0.013 0.089
H -3.59946 -4.78590 0.99032 -0.022 0.007 0.011 0.081
H -2.83972 -3.91090 -0.36858 -0.038 -0.037 -0.009 0.090
H -4.25665 -2.46423 1.10519 -0.043 -0.037 0.015 0.126
H -3.11108 -1.33642 1.84048 -0.022 0.004 -0.003 0.130
H -4.79970 -1.98445 3.46849 0.023 0.015 0.003 0.123
H -3.20700 -2.56393 3.97936 0.046 -0.004 -0.011 0.126
H -3.62045 -4.82122 4.96417 0.063 -0.007 0.001 0.086
H -2.65829 -4.85974 3.46175 0.006 0.017 0.002 0.084
H -4.05528 -5.93604 3.65179 -0.047 0.013 0.011 0.086


(4)
97
Properties=species:S:1:pos:R:3:forces:R:3:lowdin_charge:R:1 method="wB97M-V/def2-TZVPD" homo_lumo_gap_ev="6.63 / 6.77" multiplicity=3 lumo_energy_ev="-0.41 / -0.87" s_squared=2.038 relative_energy_kcal_mol=4.5
Mo 0.41962 0.01164 1.44986 -0.230 -0.189 -0.620 1.350
O 0.39542 -2.10695 3.44424 -0.023 -0.041 0.058 -0.008
C 0.58137 -1.99331 2.24757 0.113 0.105 -0.064 -0.440
C 0.85443 -3.22439 1.43508 0.004 -0.055 -0.100 -0.225
C 1.27510 -4.39821 2.06265 -0.025 0.060 -0.038 -0.012
C 1.53569 -5.52098 1.30220 0.006 -0.030 0.001 -0.058
C 1.37033 -5.48492 -0.08264 0.013 -0.046 0.012 -0.060
C 0.94803 -4.32582 -0.70576 -0.003 0.015 0.017 -0.075
C 0.68574 -3.18787 0.05691 0.066 -0.032 0.097 -0.334
P 0.23071 -1.59120 -0.68643 0.176 0.262 0.173 1.069
C -1.23002 -1.98116 -1.70848 -0.040 -0.026 0.030 -0.348
C -1.98155 -3.13020 -1.46878 -0.017 0.000 -0.011 -0.097
C -3.11200 -3.40472 -2.22603 -0.019 -0.017 0.005 -0.073
C -3.50195 -2.54158 -3.23848 -0.014 -0.011 -0.005 -0.079
C -2.76536 -1.39049 -3.47932 -0.011 0.004 -0.036 -0.071
C -1.64686 -1.10713 -2.71368 -0.012 -0.025 0.001 -0.155
C 1.62322 -1.41527 -1.86219 -0.004 -0.034 -0.020 -0.352
C 2.89861 -1.39242 -1.29395 -0.008 -0.166 -0.138 -0.119
C 4.02239 -1.26847 -2.09155 0.047 -0.251 -0.099 -0.081
C 3.88907 -1.17105 -3.47012 -0.035 0.016 -0.025 -0.055
C 2.62766 -1.20597 -4.04302 0.080 -0.135 0.039 -0.092
C 1.49683 -1.32708 -3.24465 0.007 -0.211 0.048 -0.103
H 1.39431 -4.39773 3.13870 -0.002 -0.005 -0.018 0.119
H 1.87464 -6.43266 1.77859 -0.007 0.021 -0.008 0.107
H 1.58236 -6.36745 -0.67370 -0.003 0.023 0.011 0.108
H 0.83198 -4.29587 -1.78279 0.002 0.007 0.000 0.119
H -1.69152 -3.82339 -0.69092 0.014 0.006 0.012 0.100
H -3.68428 -4.30121 -2.02105 0.011 0.022 -0.016 0.107
H -4.37901 -2.76193 -3.83426 0.015 0.007 0.016 0.106
H -3.06693 -0.70138 -4.25872 0.005 -0.019 0.020 0.111
H -1.10444 -0.18744 -2.88565 0.012 0.019 -0.009 0.042
H 3.01691 -1.44033 -0.21879 0.015 -0.041 0.023 0.093
H 4.99996 -1.22116 -1.62905 -0.077 -0.062 -0.056 0.096
H 4.76717 -1.05909 -4.09331 -0.011 -0.006 0.002 0.110
H 2.51646 -1.13766 -5.11810 -0.001 -0.001 -0.006 0.109
H 0.52510 -1.37187 -3.71718 0.038 0.006 0.017 0.093
C -4.68186 0.20632 2.55107 0.017 0.009 -0.007 -0.169
Si -3.14756 -0.25558 1.53649 -0.010 0.010 -0.074 0.463
C -2.81368 -2.07582 1.87724 -0.124 0.042 0.009 -0.160
C -3.56460 0.03646 -0.27348 0.022 0.002 0.090 -0.167
C -1.61597 0.73070 2.00655 0.051 0.083 0.064 -0.443
C -1.11646 0.52668 3.38242 -0.054 -0.036 0.146 -0.460
C -1.80370 0.12558 4.53547 -0.043 0.028 0.028 -0.024
C -1.12092 0.06530 5.72863 -0.059 -0.015 -0.029 -0.032
C 0.24246 0.36246 5.77836 0.060 0.019 -0.030 -0.042
C 0.88681 0.66609 4.60614 -0.035 -0.011 0.079 -0.126
N 0.21604 0.74878 3.44718 0.179 0.011 0.040 -0.056
Si -1.74459 2.63531 1.87058 -0.036 0.037 -0.017 0.447
C -0.06099 3.49040 1.77189 -0.082 -0.024 0.049 -0.205
C -2.51517 3.32675 3.44924 0.009 0.020 -0.034 -0.164
C -2.89554 3.17167 0.48211 0.065 0.047 0.079 -0.191
H -5.57233 0.10794 1.92314 0.027 -0.011 0.022 0.034
H -4.66058 1.23250 2.92833 0.012 -0.065 -0.060 0.014
H -4.82045 -0.46074 3.40664 0.021 0.039 -0.017 0.026
H -3.71781 -2.66254 1.68301 0.043 0.018 0.010 0.043
H -2.52003 -2.24143 2.91785 -0.018 0.020 -0.029 0.035
H -2.01852 -2.47874 1.25080 0.036 -0.006 -0.052 -0.005
H -3.99938 -0.86365 -0.71761 0.026 0.013 0.010 0.035
H -2.67861 0.29954 -0.85482 -0.063 -0.003 0.063 0.001
H -4.28941 0.84669 -0.38306 0.032 -0.050 0.025 0.032
H -2.86217 -0.08906 4.48425 0.032 0.012 0.006 0.101
H -1.64472 -0.21074 6.63556 -0.003 0.003 -0.013 0.115
H 0.79263 0.32647 6.70777 -0.005 0.000 -0.020 0.110
H 1.94870 0.84943 4.55242 0.015 0.002 0.031 0.044
H 0.29058 3.70246 2.78574 -0.014 -0.020 -0.019 0.034
H -0.17830 4.44565 1.25143 -0.008 -0.019 0.034 0.036
H 0.73623 2.94795 1.26308 -0.031 -0.006 0.016 -0.038
H -2.00569 2.97867 4.35162 -0.001 0.015 -0.043 0.030
H -3.57934 3.09819 3.55043 0.067 -0.025 -0.010 0.023
H -2.41613 4.41697 3.42493 -0.024 -0.027 -0.010 0.039
H -2.70183 2.70655 -0.48148 0.050 -0.013 -0.028 -0.013
H -2.79757 4.25505 0.35902 -0.008 -0.042 0.009 0.040
H -3.93504 2.96667 0.75512 0.048 -0.013 -0.009 0.033
Cl 3.67740 -0.91354 3.04819 0.072 0.027 0.039 0.542
C 4.79948 0.46480 3.12298 -0.064 -0.019 0.004 -0.973
Cl 3.94211 2.01171 3.23654 0.016 0.000 -0.031 0.533
H 5.37757 0.47587 2.20899 0.019 -0.030 -0.051 -0.036
H 5.41044 0.34918 4.00805 -0.002 -0.010 0.049 0.024
Te 0.26640 2.12453 -1.60459 0.045 0.141 -0.127 1.453
C 0.77096 2.80061 -3.53778 0.038 0.004 -0.052 -0.554
C 1.28717 1.93231 -4.49301 -0.071 -0.240 0.088 -0.145
C 1.57894 2.39725 -5.76536 -0.018 0.030 0.002 -0.079
C 1.34374 3.72570 -6.09104 0.024 0.006 -0.012 -0.082
C 0.82721 4.59267 -5.13961 0.003 -0.010 -0.028 -0.084
C 0.54731 4.13414 -3.86056 -0.034 0.016 0.071 -0.156
H 1.48227 0.89400 -4.23367 -0.075 0.371 -0.085 0.060
H 1.99404 1.72243 -6.50369 0.007 0.001 0.012 0.104
H 1.57492 4.08790 -7.08488 -0.007 0.000 0.014 0.103
H 0.65409 5.63221 -5.38765 0.007 -0.011 0.007 0.104
H 0.17062 4.81956 -3.11115 0.006 -0.011 -0.012 0.089
N 1.75909 0.72193 0.38123 -0.360 0.001 0.343 -0.276
C 2.05346 1.43440 -0.67055 0.016 0.033 -0.008 -0.682
C 3.34632 1.71421 -1.10483 -0.044 0.138 -0.077 -0.286
C 4.44617 1.10505 -0.45589 0.237 0.172 0.315 -0.221
N 5.35108 0.60848 0.06323 -0.131 0.089 -0.072 0.174
C 3.63405 2.58425 -2.18697 -0.001 0.190 -0.123 -0.234
N 3.87142 3.30212 -3.05918 0.042 -0.100 0.118 0.177


no.,E_tot (a.u.)
1,-4512.0270
2,-351.3217
3,-1121.3363
4,-4097.4812